# 1
{"formula": "C2H4N4O2", "method": "ωB97M-V/def2-TZVPD", "homo_energy_ev": -9.1, "gap_ev": 9.666, "smiles": "N/N=c1/[nH][nH]c(=O)o1", "elements": ["H", "O", "N", "C", "H", "H", "H", "N", "C", "N", "N", "O"], "coordinates": [[-1.338, -0.105, -2.576], [-0.104, 0.965, 0.027], [1.249, -0.135, 2.230], [-0.219, 1.025, -1.304], [-0.372, -2.104, -0.891], [0.732, -0.073, 3.243], [1.016, 0.941, 2.027], [-0.758, -1.117, -0.737], [-0.171, -0.439, 0.322], [0.441, -0.886, 1.332], [-0.640, -0.184, -1.800], [0.164, 2.113, -1.873]], "forces_ev_per_a": [[0.734, -0.613, 1.319], [-0.438, -2.322, 0.145], [-3.192, 4.079, 1.709], [2.442, 5.656, -2.266], [-0.417, 2.264, 0.000], [1.421, -1.213, -2.919], [1.126, -2.461, 0.007], [-0.408, -1.199, -0.010], [2.226, 1.650, 2.493], [-0.967, -1.394, -0.254], [-0.114, 0.559, -1.695], [-2.413, -5.007, 1.471]], "lowdin_charge": [0.19, 0.12, -0.03, -0.49, 0.19, 0.13, 0.11, 0.07, -0.37, -0.02, 0.09, 0.04]}

# 2
{"formula": "C3H6IN2", "method": "ωB97M-V/def2-TZVPD", "homo_energy_ev": -13.4, "charge": 1, "gap_ev": 8.067, "elements": ["H", "H", "I", "N", "H", "C", "H", "H", "C", "N", "H", "C"], "coordinates": [[-2.056, -0.625, 0.941], [-0.103, 1.493, 1.015], [0.837, -1.386, -2.357], [1.186, -0.111, 0.624], [0.074, 0.267, 2.371], [0.069, 0.406, 1.223], [1.564, -1.039, 0.899], [1.856, 0.469, 0.167], [-0.481, -0.002, -1.881], [-1.124, -0.086, -0.824], [-0.679, 0.849, -2.621], [-1.143, -0.236, 0.444]], "forces_ev_per_a": [[0.665, -0.071, -0.482], [0.539, -0.712, 0.345], [1.254, -1.444, -1.144], [2.499, -1.740, -0.680], [-0.709, 0.031, -1.809], [-1.988, 0.543, 1.521], [-0.591, 1.354, -0.086], [0.236, 0.311, 0.082], [-0.615, 2.054, -1.746], [-0.674, -0.230, 2.717], [0.185, -1.197, 1.180], [-0.799, 1.102, 0.102]], "lowdin_charge": [0.16, 0.15, 1.12, -0.04, 0.16, -0.24, 0.12, 0.08, -0.67, 0.00, 0.12, 0.04]}

# 3
{"formula": "C17H27NO2", "method": "ωB97M-V/def2-TZVPD", "homo_energy_ev": -8.3, "gap_ev": 8.747, "smiles": "CCCCC(=O)C1=C(N2CCCC2)CC(C)(C)CC1=O", "elements": ["C", "C", "H", "C", "C", "H", "H", "H", "C", "H", "O", "H", "H", "H", "H", "H", "C", "C", "O", "C", "H", "C", "H", "N", "H", "C", "H", "H", "C", "H", "H", "H", "H", "H", "H", "C", "H", "H", "C", "C", "H", "H", "C", "H", "C", "C", "H"], "coordinates": [[-2.775, 1.308, -1.442], [2.585, 2.358, -1.457], [-3.328, 0.030, -3.785], [-1.758, -0.856, 0.567], [-0.126, -0.039, -1.112], [2.669, -2.597, 3.674], [1.408, -0.061, -3.400], [1.269, 1.832, 0.234], [1.847, 1.365, -0.568], [-2.749, -2.090, -0.823], [1.738, -0.822, 0.969], [-3.811, 1.470, -1.153], [-0.960, -1.454, -2.457], [-4.524, -0.472, -2.590], [1.978, 3.248, -1.631], [-3.328, -1.627, -3.176], [2.731, 1.555, -2.744], [0.610, -0.435, 1.240], [-2.081, -1.158, 1.703], [-3.488, -0.586, -2.902], [2.553, 0.663, -0.106], [1.270, -1.284, 4.657], [3.515, 0.807, -2.628], [0.958, 0.663, -1.470], [2.876, -0.904, 3.258], [-2.545, -0.169, -1.772], [2.955, 2.169, -3.614], [3.538, 2.660, -1.030], [-2.784, -1.032, -0.542], [-3.770, -0.848, -0.111], [0.255, -2.182, 2.994], [-0.905, 0.183, -3.110], [0.666, 1.558, -3.356], [-2.561, 1.932, -2.308], [-0.686, 0.504, 2.675], [0.254, -0.043, 2.657], [1.051, 0.619, 3.007], [1.288, -0.318, 5.169], [0.178, -1.271, 3.589], [1.366, 0.882, -2.851], [-2.139, 1.624, -0.619], [-0.802, -1.283, 4.066], [2.645, -1.585, 4.072], [3.417, -1.495, 4.834], [-1.093, -0.396, -2.209], [-0.431, -0.376, 0.201], [1.024, -2.045, 5.402]], "forces_ev_per_a": [[0.056, -0.186, -0.014], [-0.113, -0.079, 0.002], [0.000, 0.075, -0.126], [-0.303, 0.063, -0.466], [-0.015, 0.033, 0.065], [0.046, -0.100, -0.090], [-0.058, 0.088, -0.013], [0.016, -0.043, 0.000], [0.575, 0.193, 0.457], [-0.017, -0.046, -0.019], [-0.100, -0.116, 0.187], [-0.123, 0.038, 0.034], [0.026, -0.013, -0.053], [-0.138, 0.011, 0.021], [0.004, 0.061, -0.020], [0.002, -0.138, -0.047], [-0.126, 0.040, 0.042], [-0.024, 0.016, 0.160], [0.027, -0.082, 0.142], [0.233, 0.045, 0.198], [-0.158, 0.240, -0.077], [0.018, -0.156, -0.176], [0.036, -0.030, -0.020], [-0.238, -0.237, 0.073], [0.086, 0.030, -0.104], [-0.069, -0.071, -0.091], [0.009, -0.046, -0.050], [0.000, 0.035, 0.051], [-0.026, 0.086, 0.071], [0.016, -0.029, 0.031], [-0.077, -0.065, 0.032], [0.030, -0.020, -0.020], [0.043, -0.112, -0.009], [0.019, 0.099, -0.103], [0.061, 0.009, 0.000], [0.077, -0.114, 0.043], [0.061, 0.044, -0.061], [-0.047, 0.007, 0.071], [0.012, 0.128, 0.241], [0.073, 0.033, -0.663], [0.030, 0.118, 0.084], [-0.011, -0.055, -0.070], [-0.094, 0.133, 0.210], [0.115, -0.031, 0.036], [-0.131, 0.078, -0.029], [0.209, 0.008, -0.004], [-0.009, 0.059, 0.074]], "lowdin_charge": [-0.02, -0.15, 0.08, -0.35, -0.14, 0.07, 0.13, 0.14, -0.14, 0.14, 0.05, 0.09, 0.15, 0.09, 0.11, 0.08, -0.16, -0.37, 0.07, -0.05, 0.12, -0.27, 0.12, -0.03, 0.06, -0.55, 0.11, 0.11, -0.06, 0.13, 0.12, 0.11, 0.12, 0.09, 0.11, -0.12, 0.12, 0.10, -0.20, -0.15, 0.09, 0.10, -0.11, 0.07, -0.06, -0.04, 0.10]}

# 4
{"formula": "C5H19N3O2", "method": "ωB97M-V/def2-TZVPD", "homo_energy_ev": [-12.9, -12.9], "charge": 1, "spin_multiplicity": 2, "gap_ev": [10.060, 5.433], "elements": ["C", "H", "H", "H", "H", "O", "H", "N", "H", "N", "H", "H", "H", "C", "H", "C", "H", "N", "H", "C", "H", "C", "H", "H", "H", "O", "H", "H", "H"], "coordinates": [[-1.712, 0.092, 0.049], [-1.187, 1.320, 2.849], [-1.274, -1.849, -1.619], [0.692, 3.071, -0.742], [-0.597, -0.888, 2.492], [0.631, 2.329, -1.344], [-0.149, -2.393, 0.789], [0.651, -1.790, -2.330], [2.287, -0.488, -0.240], [0.065, -1.739, 0.047], [-2.468, 2.087, -0.095], [-0.959, 1.743, -0.952], [-2.488, -0.113, 0.780], [-0.188, 1.249, 2.420], [3.577, 0.094, -0.751], [-0.295, -0.404, 0.419], [0.559, 1.494, 3.165], [-1.663, 1.481, -0.242], [-0.163, 1.909, 1.562], [0.000, -0.197, 1.921], [-2.050, -0.356, -0.899], [-0.276, -2.178, -1.301], [1.244, 1.614, -1.126], [0.401, 0.256, -0.104], [-0.365, -3.266, -1.274], [2.627, 0.097, -0.933], [1.011, -0.543, 2.017], [0.475, -0.809, -2.542], [1.616, -1.824, -2.014]], "forces_ev_per_a": [[-0.799, 1.014, 0.169], [0.061, 0.299, 0.201], [-0.018, 0.133, 0.055], [0.635, 0.033, 0.217], [-0.380, -0.305, 0.303], [-0.849, -0.239, -0.645], [-0.164, -0.219, -0.240], [-0.268, 0.877, 0.079], [-0.075, -0.141, -0.157], [-0.678, 0.186, 0.114], [0.227, -0.046, 0.271], [0.394, 0.607, 0.144], [-0.012, -0.112, 0.208], [-0.487, -1.280, -0.251], [-0.042, 0.266, -0.268], [1.291, 0.061, 0.523], [-0.018, 0.291, -0.027], [-0.870, -0.930, -0.423], [0.367, 0.541, -0.018], [-0.278, 0.391, -0.639], [0.263, -0.357, -0.202], [0.204, -1.053, 0.053], [0.746, 0.370, 0.156], [-0.346, 0.095, -0.134], [0.205, 0.008, 0.093], [0.086, -0.094, 0.532], [0.696, 0.022, 0.264], [0.259, -0.175, -0.337], [-0.150, -0.243, -0.040]], "lowdin_charge": [-0.12, 0.08, 0.11, 0.07, 0.11, -0.03, 0.13, 0.04, 0.03, 0.00, 0.16, 0.09, 0.15, -0.05, 0.08, -0.36, 0.09, 0.25, 0.05, -0.18, 0.15, -0.29, 0.02, 0.09, 0.13, -0.04, 0.11, 0.07, 0.07]}

# 5
{"formula": "C8H7N2O5PdS", "method": "ωB97M-V/def2-TZVPD", "homo_energy_ev": [-20.8, -20.9], "charge": 3, "spin_multiplicity": 5, "gap_ev": [8.842, 4.638], "elements": ["N", "O", "C", "H", "O", "H", "Pd", "C", "C", "C", "O", "O", "H", "C", "H", "C", "S", "N", "H", "O", "C", "C", "H", "H"], "coordinates": [[-2.153, -1.157, 0.361], [1.579, 1.210, 1.567], [3.551, -0.008, -1.234], [-3.376, -2.215, 1.709], [0.974, 1.011, -4.061], [-1.116, -1.231, 3.294], [1.552, -0.050, -1.179], [-2.339, -1.885, 1.607], [1.004, -1.932, -0.971], [-1.538, 0.034, 0.539], [4.696, 0.080, -1.248], [2.184, 4.326, -4.168], [1.698, 2.405, -0.067], [1.569, 1.379, 0.367], [-2.772, -0.575, 3.309], [1.111, 0.710, -2.956], [-0.844, 0.990, -0.721], [-1.508, 0.287, 1.867], [-1.129, 1.137, 2.265], [0.681, -3.021, -0.792], [-1.935, -0.857, 2.664], [2.089, 3.689, -3.223], [-1.682, -2.765, 1.632], [-2.294, -1.561, -0.561]], "forces_ev_per_a": [[1.161, 1.420, -1.326], [-0.154, 0.440, -3.178], [7.152, -0.228, -0.710], [0.099, 0.045, -0.115], [0.422, -1.223, 4.832], [-0.211, 0.310, -0.091], [-0.877, 0.572, 0.991], [-0.097, -0.751, 0.404], [-1.589, -5.803, -0.015], [-1.644, -1.953, 2.197], [-4.598, -0.273, 0.157], [-0.238, -1.744, 2.725], [-0.050, 0.350, 0.079], [0.866, 1.010, 4.752], [0.104, 0.162, -0.018], [-0.558, 0.917, -6.781], [-1.414, 0.249, 0.235], [0.710, 0.661, -1.793], [-0.086, 0.095, 0.105], [1.272, 4.234, -0.596], [-0.021, -0.435, 0.584], [0.264, 1.754, -2.589], [-0.292, 0.168, -0.060], [-0.221, 0.022, 0.211]], "lowdin_charge": [0.09, 0.17, -0.03, 0.16, 0.24, 0.16, 0.77, -0.06, -0.05, -0.62, 0.28, 0.10, 0.14, -0.28, 0.17, -0.13, 1.05, 0.13, 0.18, 0.25, -0.05, 0.02, 0.15, 0.18]}

# 6
{"formula": "C6H6N4O2S", "method": "ωB97M-V/def2-TZVPD", "homo_energy_ev": -9.4, "gap_ev": 8.908, "elements": ["H", "C", "C", "H", "C", "H", "N", "O", "S", "C", "O", "H", "H", "H", "N", "N", "C", "C", "N"], "coordinates": [[-1.360, -1.632, -0.976], [0.295, -0.882, -0.649], [1.159, -1.771, -1.190], [0.591, 0.817, 2.921], [-2.338, 0.274, 1.090], [-1.499, 1.054, -1.902], [2.465, -1.285, -1.069], [1.371, 2.612, 0.210], [0.532, 1.581, 0.734], [-1.667, 0.550, -0.900], [1.153, 1.000, 2.140], [-2.990, 0.257, 1.995], [0.952, -2.770, -1.504], [3.117, 0.568, -0.422], [-2.405, 1.121, -0.033], [-1.731, -0.841, 0.844], [-1.099, -0.761, -0.461], [2.341, -0.078, -0.612], [1.112, 0.185, -0.218]], "forces_ev_per_a": [[-1.795, -1.208, -1.304], [3.271, 1.478, 1.418], [0.879, 0.223, 0.929], [-0.225, 0.368, -0.991], [-0.885, -3.236, -0.564], [-0.114, -0.806, 1.276], [-0.632, -0.691, -1.553], [0.592, 0.763, 0.439], [0.296, -1.725, 0.156], [-0.532, 1.062, -2.751], [0.653, 0.291, 0.004], [0.657, 0.954, -0.841], [-0.045, -0.286, -0.405], [1.692, 1.341, 0.330], [0.041, 0.989, 0.166], [1.106, 0.030, 2.154], [-2.678, 1.196, 0.836], [0.509, -1.479, 0.626], [-2.790, 0.734, 0.076]], "lowdin_charge": [0.15, -0.25, -0.06, 0.09, -0.21, 0.15, 0.09, -0.38, 0.98, -0.14, -0.26, 0.13, 0.11, 0.11, 0.07, 0.10, -0.31, -0.22, -0.13]}

Which E belongs to each record? In order, -12191.215, -14279.897, -23652.647, -14050.171, -35903.506, -27206.782 eV.